{
  "formula": "C3H4O3",
  "method": "wB97M-V/def2-TZVPD",
  "de_lowest_kj_mol": 111.2,
  "charge": 0,
  "smiles": "COC(=O)C=O",
  "symbols": ["C", "O", "C", "O", "C", "O", "H", "H", "H", "H"],
  "xyz": [[0.30379, 0.30581, 1.66472], [-0.43557, -0.28055, 0.58955], [-0.00239, 0.01285, -0.62917], [0.91316, 0.75064, -0.90441], [-0.79430, -0.72739, -1.70967], [-1.56941, -1.61264, -1.46739], [-0.19848, -0.02169, 2.57417], [1.33656, -0.05088, 1.64599], [0.29730, 1.39588, 1.58960], [-0.55918, -0.38470, -2.73447]],
  "forces_ev_per_a": [[0.116, 0.094, 0.215], [0.040, -0.002, -0.209], [0.253, 0.183, 0.082], [-0.385, -0.299, 0.100], [-0.357, -0.396, -0.016], [0.377, 0.466, -0.159], [0.090, 0.064, -0.119], [-0.127, 0.065, 0.006], [-0.008, -0.148, -0.012], [0.000, -0.026, 0.113]]
}